Entry 1:
DFT (ωB97M-V/def2-TZVPD) results for a structure of composition C25H36BN6O2PtS4 in a non-equilibrium geometry.

As for the charge: +3. As for the strongest force on any atom: 1.16 eV Å⁻¹. Its spin multiplicity is 1. The value obtained for the total energy is -3189.42713 Eh. The calculation puts the energy above the lowest of the compared OMol25 structures with the same formula, charge and spin at 11.3 kJ/mol. The HOMO-LUMO gap is 5.3 eV.

XYZ file:
```
75
Properties=species:S:1:pos:R:3:mulliken_charge:R:1
Pt 0.508 1.595 -0.055 2.46
N 2.153 1.535 3.713 -0.02
C 0.884 1.685 4.217 -0.83
C 0.053 1.807 3.149 -0.45
N 0.813 1.759 2.003 0.01
C 2.076 1.571 2.380 0.04
C 3.044 1.355 1.333 0.21
N 2.578 1.339 0.089 -0.27
C 3.618 0.959 -0.732 -0.62
C 4.729 0.807 0.035 -0.87
N 4.348 1.064 1.332 -0.02
H 2.985 1.408 4.272 0.20
H 0.683 1.701 5.275 0.42
H -1.011 1.952 3.137 0.56
H 3.503 0.783 -1.787 0.64
H 5.737 0.534 -0.225 0.43
H 4.963 1.020 2.132 0.20
C -1.947 3.184 -2.907 0.86
C -0.719 2.470 -3.452 -1.06
S 0.633 1.785 -2.400 0.14
C 1.884 3.105 -2.539 -1.11
C 1.507 4.430 -1.921 -0.65
S 1.069 4.256 -0.161 0.07
C -0.349 5.385 -0.051 -0.86
C -1.645 4.849 -0.634 0.69
S -1.824 4.930 -2.445 -0.08
H -2.395 2.628 -2.094 -1.19
H -2.666 3.170 -3.730 0.53
H -0.161 3.124 -4.125 0.54
H -1.024 1.592 -4.023 0.60
H 2.095 3.200 -3.606 0.67
H 2.779 2.706 -2.073 0.34
H 0.651 4.872 -2.424 0.25
H 2.353 5.114 -2.005 0.62
H -0.024 6.321 -0.508 0.48
H -0.476 5.579 1.015 0.48
H -2.480 5.396 -0.194 0.55
H -1.737 3.804 -0.352 -1.16
S -1.761 1.222 0.663 -0.29
C -3.253 1.635 -0.155 -0.23
N -4.061 2.579 0.276 0.05
C -5.355 2.574 -0.434 -0.46
C -5.196 1.372 -1.394 -0.50
N -3.805 0.944 -1.138 -0.01
H -3.841 3.173 1.059 0.25
H -5.487 3.515 -0.964 0.30
H -6.173 2.447 0.271 0.36
H -5.325 1.650 -2.437 0.30
H -5.879 0.559 -1.157 0.37
H -3.434 0.056 -1.437 0.23
C -0.328 -7.143 0.268 -1.54
C 0.505 -6.278 1.225 1.86
C -0.224 -6.196 2.566 -2.01
C 1.874 -6.934 1.453 -1.54
C 0.707 -4.899 0.596 0.65
C 1.374 -4.801 -0.636 -0.60
C 1.586 -3.599 -1.299 -2.27
C 1.104 -2.478 -0.667 0.81
O 1.157 -1.128 -1.086 -0.41
B 0.513 -0.477 -0.083 0.89
O 0.068 -1.248 0.938 -0.63
C 0.455 -2.550 0.544 0.60
C 0.233 -3.735 1.206 -1.15
H -0.483 -8.129 0.706 0.44
H 0.170 -7.284 -0.693 0.34
H -1.307 -6.697 0.083 0.37
H -0.345 -7.200 2.970 0.42
H -1.223 -5.766 2.462 0.39
H 0.337 -5.615 3.301 0.40
H 1.740 -7.915 1.911 0.45
H 2.494 -6.333 2.121 0.38
H 2.419 -7.080 0.520 0.33
H 1.741 -5.705 -1.101 0.46
H 2.097 -3.554 -2.250 0.53
H -0.283 -3.753 2.154 0.66
```



Entry 2:
DFT (ωB97M-V/def2-TZVPD) results for a structure of composition C25H36CoNO2 in a non-equilibrium geometry.

The expectation value of S² is 6.040. As for the strongest force on any atom: 6.81 eV Å⁻¹. Its spin multiplicity is 5. The value obtained for the total energy is -2561.95997 Eh. The calculation puts the energy above the lowest of the compared OMol25 structures with the same formula, charge and spin at 177.2 kJ/mol. The HOMO-LUMO gap (alpha / beta) is 6.9 / 5.6 eV.

XYZ file:
```
65
Properties=species:S:1:pos:R:3:lowdin_spin:R:1
O -1.761 0.099 -0.612 0.05
C -1.334 -0.861 -1.659 0.01
C -2.656 -0.835 -2.401 0.00
H -1.056 -1.808 -1.188 0.00
H -0.512 -0.402 -2.228 0.00
C -2.990 0.339 -1.474 0.01
H -3.264 -1.726 -2.229 0.00
H -2.582 -0.599 -3.465 0.00
C -4.260 0.215 -0.669 0.00
H -4.324 -0.768 -0.193 0.00
H -5.136 0.338 -1.321 0.00
H -4.315 0.997 0.098 0.00
C -2.844 1.685 -2.150 0.00
H -2.058 1.646 -2.915 0.00
H -2.579 2.464 -1.424 0.00
H -3.787 1.976 -2.632 0.00
Co -0.916 0.777 0.802 2.49
C -0.166 2.732 0.648 0.01
C 1.001 2.632 1.475 0.07
C 1.951 1.809 0.836 0.03
H 1.175 3.216 2.373 0.00
C 1.439 1.412 -0.420 0.07
C 0.140 2.003 -0.591 0.00
H -0.345 2.189 -1.544 0.00
H -0.995 3.426 0.783 0.00
H 2.961 1.607 1.195 0.00
H 1.976 0.869 -1.196 0.00
C -1.164 0.155 3.843 0.03
C -1.616 1.403 3.360 0.09
C -2.394 1.172 2.168 0.00
H -1.494 2.354 3.871 0.00
C -2.423 -0.294 1.961 0.00
C -1.590 -0.871 2.960 0.10
H -1.384 -1.942 3.049 0.00
H -0.648 -0.013 4.784 0.00
H -3.076 1.875 1.690 0.00
H -3.161 -0.837 1.376 0.00
O 1.535 -2.528 -3.101 0.00
C 2.017 -1.268 -2.564 0.00
C 1.964 -0.217 -3.683 0.00
H 3.070 -1.396 -2.232 0.00
H 1.423 -1.011 -1.669 0.00
C 2.121 -1.058 -4.968 0.00
H 2.750 0.531 -3.560 0.00
H 0.998 0.303 -3.677 0.00
C 1.806 -2.504 -4.529 0.00
H 3.162 -1.011 -5.306 0.00
H 1.475 -0.733 -5.785 0.00
H 2.678 -3.154 -4.735 0.00
H 0.952 -2.931 -5.076 0.00
C 1.774 1.294 4.417 0.05
C 2.042 0.092 3.620 0.29
C 3.134 -0.810 3.845 0.13
C 2.994 -1.824 2.883 0.14
C 1.823 -1.502 2.125 0.27
C 1.247 -2.292 1.030 0.05
N 1.291 -0.334 2.566 0.00
H 1.316 1.040 5.383 0.02
H 1.094 1.969 3.894 0.00
H 2.711 1.827 4.631 0.01
H 3.883 -0.669 4.611 0.00
H 3.613 -2.695 2.701 0.00
H 1.515 -3.347 1.151 0.00
H 0.151 -2.228 1.015 0.00
H 1.646 -1.982 0.055 0.02
```



Entry 3:
DFT (ωB97M-V/def2-TZVPD) results for a structure of composition C25H36N2OsP2.

As for the charge: +2. As for the strongest force on any atom: 0.96 eV Å⁻¹. Its spin multiplicity is 1. The value obtained for the total energy is -1856.59871 Eh. The calculation puts the energy above the lowest of the compared OMol25 structures with the same formula, charge and spin at 0.0 kJ/mol. The HOMO-LUMO gap is 7.3 eV.

XYZ file:
```
66
Properties=species:S:1:pos:R:3:nbo_charge:R:1
Os -0.092 -0.051 -0.120 0.05
C -1.632 2.944 0.373 -0.97
P -0.788 1.930 -0.879 1.29
C -1.949 1.996 -2.282 -0.98
C 0.610 2.923 -1.457 -0.39
C 0.463 4.177 -2.046 -0.13
C 1.583 4.864 -2.486 -0.19
C 2.847 4.307 -2.338 -0.17
C 2.997 3.071 -1.729 -0.18
C 1.873 2.381 -1.284 -0.37
P 1.956 0.835 -0.354 1.28
C 3.071 -0.264 -1.281 -0.97
C 2.994 1.305 1.069 -0.97
H -2.042 3.855 -0.066 0.26
H -0.915 3.217 1.147 0.25
H -2.446 2.374 0.821 0.24
H -2.004 3.011 -2.675 0.27
H -2.957 1.728 -1.956 0.23
H -1.622 1.332 -3.082 0.26
H -0.516 4.623 -2.171 0.21
H 1.473 5.836 -2.947 0.24
H 3.717 4.845 -2.688 0.24
H 3.989 2.658 -1.597 0.22
H 4.065 0.180 -1.358 0.26
H 2.678 -0.424 -2.284 0.26
H 3.164 -1.221 -0.768 0.25
H 3.899 1.816 0.744 0.26
H 3.288 0.414 1.628 0.24
H 2.436 1.976 1.722 0.25
C -2.199 -0.070 2.539 -0.66
C -0.753 0.083 2.924 0.24
C -0.552 0.613 4.313 -0.66
C 0.269 0.123 1.935 -0.40
C 0.209 -1.404 2.565 -0.14
C -0.548 -2.434 1.977 -0.16
C -0.233 -3.756 2.226 -0.21
C 0.841 -4.068 3.052 -0.10
C 1.603 -3.060 3.636 -0.22
C 1.284 -1.738 3.406 -0.07
H -2.664 0.906 2.701 0.26
H -2.724 -0.788 3.168 0.25
H -2.340 -0.326 1.489 0.21
H -0.958 1.628 4.321 0.26
H 0.495 0.672 4.599 0.23
H -1.102 0.034 5.054 0.25
H 1.187 0.521 2.353 0.22
H -1.397 -2.206 1.346 0.23
H -0.830 -4.546 1.790 0.24
H 1.081 -5.104 3.251 0.25
H 2.435 -3.312 4.279 0.25
H 1.869 -0.955 3.871 0.22
C -3.920 -2.423 -3.518 -0.66
C -2.630 -2.306 -2.788 0.25
C -1.555 -3.179 -2.689 -0.33
C -0.605 -2.539 -1.905 0.23
N -1.058 -1.327 -1.520 -0.43
N -2.295 -1.221 -2.082 -0.33
C 0.741 -3.038 -1.502 -0.65
H -4.196 -3.469 -3.628 0.26
H -3.828 -1.994 -4.517 0.26
H -4.724 -1.907 -2.995 0.24
H -1.476 -4.153 -3.140 0.26
H -2.832 -0.380 -1.958 0.42
H 0.723 -4.122 -1.401 0.25
H 1.065 -2.612 -0.550 0.21
H 1.484 -2.785 -2.259 0.25
```